[1]
Below is one molecule with the formula C5H12N2O in a non-equilibrium geometry, with properties calculated with ωB97M-V with the def2-TZVPD basis set.

Geometry as XYZ:
```
20
Properties=species:S:1:pos:R:3:forces:R:3:lowdin_charge:R:1
C -1.67446 -0.31046 -1.63392 0.5508 1.0392 0.5362 -0.327
C -0.80838 0.99412 0.28240 -0.0742 0.2083 -0.3613 -0.183
C 2.30941 -1.01132 -0.14430 0.2715 0.1620 0.1223 -0.126
C 0.76580 0.03743 2.05780 0.2207 0.0271 -0.1599 -0.031
N -1.18358 1.00252 -1.12523 1.3519 -0.5038 -0.5021 -0.081
C 0.48462 0.27977 0.59793 -0.2102 -0.5850 0.0241 -0.368
O -3.02383 -0.19765 -1.33517 -0.9452 2.9798 0.1409 -0.123
N 1.16442 -0.16327 -0.37037 -0.2728 0.0385 -0.1746 0.017
H -2.96158 0.88209 -1.27737 -1.0639 -3.3992 -0.1420 0.160
H -0.36612 1.27505 -1.66607 -0.0352 0.0598 0.0873 0.103
H -1.24860 -1.18503 -1.12009 0.0297 0.2112 -0.2688 0.114
H -1.49433 -0.32787 -2.71882 0.1764 -0.2078 0.2180 0.118
H -0.72170 2.03039 0.62821 -0.1549 -0.0547 0.0985 0.125
H -1.62917 0.52038 0.82938 0.0948 0.0676 0.1760 0.128
H 2.06512 -1.88784 0.46440 -0.0453 0.0139 -0.0016 0.080
H 2.67807 -1.35288 -1.11090 0.0828 -0.0190 0.1148 0.069
H 3.11199 -0.46879 0.36734 0.0593 -0.0642 -0.0356 0.080
H 0.63268 -1.02046 2.29277 -0.0295 -0.0374 -0.0017 0.088
H 0.09775 0.61522 2.69215 0.0134 0.0406 0.0408 0.076
H 1.80189 0.28861 2.28984 -0.0203 0.0231 0.0887 0.080
```
Positions in Å, forces in eV/Å.

## Properties
lowest unoccupied orbital energy: 0.876 eV
relative energy (zero: lowest compared OMol25 entry of this formula, charge and spin): 232.0 kJ/mol

=====

[2]
Below is one molecule with the formula C5H12N2O in a non-equilibrium geometry, with properties calculated with ωB97M-V with the def2-TZVPD basis set.

Geometry as XYZ:
```
20
Properties=species:S:1:pos:R:3:forces:R:3:lowdin_charge:R:1
C 0.43114 -1.44547 1.70289 0.4439 0.4761 0.8873 -0.337
N 0.05010 -0.75966 0.58189 0.1515 0.9071 -0.6625 -0.096
C -0.44254 -1.60672 -0.54442 0.4056 1.1073 0.1927 -0.195
C -1.22354 -0.89873 -1.65287 -0.8031 1.5236 0.6169 -0.082
C 1.00490 0.37549 0.26966 -1.4902 -0.4412 0.0166 -0.116
C 0.49484 1.74114 -0.28956 0.1387 -1.3963 -0.3002 -0.277
N -0.02563 2.63523 0.70164 0.0261 0.7842 1.2703 -0.004
O 1.27087 -1.03739 2.48665 -0.1458 -0.1612 0.0760 0.000
H -0.05962 -2.39333 1.96790 -0.3992 -0.0178 -0.7150 0.136
H -1.17822 -2.25747 -0.07276 0.7431 -0.7712 -0.1339 0.112
H 0.48726 -2.01237 -0.96410 -0.5944 -0.9018 -0.0277 0.120
H -0.76539 -0.70911 -2.61708 0.2533 -0.9206 -0.2075 0.076
H -1.41790 0.12898 -1.37643 0.0275 0.3654 0.5716 0.043
H -2.25791 -1.24812 -1.71400 0.3698 -0.5438 -0.4979 0.075
H 1.38252 0.65703 1.24690 0.5479 -0.2743 -0.0957 0.096
H 1.79377 -0.06269 -0.34782 0.1423 0.2600 -0.0452 0.123
H 1.40043 2.06429 -0.82509 -0.1189 0.8035 0.5061 0.107
H -0.24626 1.71972 -1.07024 -0.2469 -0.4923 -0.3696 0.083
H 0.32468 2.47046 1.63958 0.5884 0.0100 -0.2266 0.068
H -1.02350 2.63873 0.87725 -0.0396 -0.3167 -0.8559 0.068
```
Positions in Å, forces in eV/Å.

## Properties
lowest unoccupied orbital energy: 0.888 eV
relative energy (zero: lowest compared OMol25 entry of this formula, charge and spin): 208.7 kJ/mol

=====

[3]
Below is one molecule with the formula C5H12N2O in a non-equilibrium geometry, with properties calculated with ωB97M-V with the def2-TZVPD basis set.

Geometry as XYZ:
```
20
Properties=species:S:1:pos:R:3:forces:R:3:lowdin_charge:R:1
C -0.98233 0.28188 -1.45627 -2.7186 2.9642 2.7057 -0.028
C -1.72460 -0.99276 0.73885 -3.1707 4.1361 -2.7647 -0.025
C -0.71251 1.44547 0.91253 -1.7699 0.4940 -5.1493 -0.016
C 2.66557 -0.84313 0.07087 1.4270 -2.6216 0.0219 -0.023
C -0.86029 0.09272 0.07562 2.7876 2.1397 0.2174 -0.569
N 0.47210 -0.46530 0.23594 3.1114 -0.3923 -0.8767 0.080
N 1.57234 0.05253 -0.27161 -3.6041 -1.2460 2.8549 -0.342
O 1.73654 1.13080 -0.84342 0.3696 0.0300 -0.5181 -0.010
H -0.72325 -0.58809 -1.88071 1.0432 -2.9727 -2.0130 0.041
H -2.00862 0.51640 -1.65460 -1.0599 -0.3846 -0.3186 0.079
H -0.53325 1.17013 -1.85058 1.1030 0.0952 0.0552 0.072
H -1.28985 -1.33262 1.58387 1.3793 -1.2211 2.6076 0.033
H -1.76551 -1.67824 -0.06410 -0.6453 -1.5332 -0.2656 0.062
H -2.76867 -0.50929 0.97851 1.7663 -1.2334 -0.5409 0.127
H -0.04248 2.14572 0.23478 -1.4032 -1.2215 2.0202 0.115
H -1.75217 1.79598 1.03420 0.6038 0.4756 0.1133 0.078
H -0.33403 1.10624 1.79130 1.3771 -0.2063 2.7825 0.030
H 2.42403 -1.57995 0.94472 0.0481 1.4383 -2.1740 0.130
H 3.61613 -0.42148 0.29435 0.3127 1.6155 0.6674 0.065
H 3.01086 -1.32703 -0.87423 -0.9575 -0.3560 0.5748 0.101
```
Positions in Å, forces in eV/Å.

## Properties
lowest unoccupied orbital energy: 0.820 eV
relative energy (zero: lowest compared OMol25 entry of this formula, charge and spin): 522.8 kJ/mol

=====

- Look up the relative energy (zero: lowest compared OMol25 entry of this formula, charge and spin) of the third one.
  522.8 kJ/mol

=====

- What is the formula in the second record?
  C5H12N2O